Entry from the OMol25 dataset: 7 unconnected molecules or ions with the total composition C52H98BrI3NO14S6 (ωB97M-V/def2-TZVPD).

The strongest force on any atom is 0.031 hartree/bohr. The calculation puts the LUMO energy at -0.1014 Eh. The multiplicity is 1. Its total energy is -245016.7520 eV. As for the net charge: +1. The HOMO energy is -11.394 eV. As for the HOMO-LUMO gap: 8.6 eV.

CARTESIAN COORDINATES (ANGSTROEM)
C1 -0.967 1.543 7.019
C2 -2.106 0.661 6.507
C3 -1.694 -0.819 6.465
C4 -2.491 -1.662 5.484
C5 -2.108 -1.578 4.015
C6 -0.669 -1.963 3.702
C7 -0.159 -1.364 2.388
C8 0.588 -0.058 2.656
C9 -0.081 0.904 3.612
N1 1.007 0.657 1.370
C10 0.080 1.756 1.060
I1 -1.963 1.282 0.842
C11 0.452 3.015 0.921
C12 -0.446 4.153 0.586
I2 2.469 3.578 1.126
C13 1.111 -0.255 0.182
C14 1.537 -1.691 0.464
C15 3.054 -1.970 0.503
C16 3.882 -1.067 1.426
C17 4.561 0.178 0.814
C18 6.100 0.132 0.990
C19 6.947 -0.040 -0.280
C20 7.379 1.314 -0.847
C21 7.532 1.240 -2.382
C22 6.224 1.617 -2.987
O1 6.292 1.508 -4.419
C23 5.807 0.280 -4.805
C24 4.466 0.352 -5.435
O2 6.418 -0.738 -4.621
C25 0.780 -2.349 1.653
Br1 2.015 -3.067 3.025
C26 -0.004 -3.570 1.145
I3 -1.618 -2.981 -0.151
C27 0.849 -4.633 0.462
C28 -0.015 -5.841 0.044
H1 -0.962 1.566 8.097
H2 0.006 1.169 6.718
H3 -1.040 2.549 6.634
H4 -2.489 1.019 5.561
H5 -2.874 0.742 7.261
H6 -1.889 -1.222 7.450
H7 -0.620 -0.884 6.333
H8 -2.407 -2.697 5.796
H9 -3.538 -1.400 5.591
H10 -2.692 -2.333 3.509
H11 -2.410 -0.628 3.586
H12 -0.672 -3.038 3.630
H13 0.017 -1.731 4.505
H14 -1.041 -1.160 1.798
H15 1.504 -0.333 3.164
H16 -1.137 1.009 3.444
H17 0.444 1.848 3.657
H18 0.026 0.460 4.587
H19 1.956 1.005 1.531
H20 0.069 5.077 0.789
H21 -0.645 4.131 -0.479
H22 -1.339 4.154 1.189
H23 0.204 -0.281 -0.400
H24 1.864 0.183 -0.453
H25 1.189 -2.209 -0.416
H26 3.225 -3.014 0.692
H27 3.420 -1.809 -0.508
H28 4.703 -1.668 1.789
H29 3.328 -0.787 2.315
H30 4.320 0.331 -0.230
H31 4.250 1.026 1.404
H32 6.364 -0.602 1.739
H33 6.394 1.089 1.401
H34 6.454 -0.633 -1.038
H35 7.861 -0.520 0.039
H36 6.625 2.070 -0.634
H37 8.301 1.653 -0.400
H38 7.782 0.216 -2.607
H39 8.310 1.910 -2.708
H40 5.429 0.998 -2.576
H41 5.999 2.639 -2.718
H42 4.439 -0.342 -6.258
H43 3.734 0.111 -4.679
H44 4.270 1.364 -5.745
H45 -0.458 -4.053 1.995
H46 1.589 -5.026 1.141
H47 1.300 -4.226 -0.430
H48 -0.886 -5.884 0.682
H49 0.521 -6.767 0.183
H50 -0.364 -5.736 -0.969
C29 -4.098 0.561 -4.982
C30 -4.695 0.811 -3.593
C31 -3.804 0.087 -2.580
S1 -2.159 0.031 -3.301
O3 -1.805 -1.342 -3.553
O4 -1.271 0.891 -2.543
C32 -2.599 0.818 -4.848
H51 -4.543 1.208 -5.737
H52 -4.276 -0.474 -5.277
H53 -4.696 1.884 -3.386
H54 -5.722 0.459 -3.515
H55 -3.751 0.611 -1.629
H56 -4.130 -0.940 -2.421
H57 -2.010 0.389 -5.651
H58 -2.384 1.882 -4.752
C33 9.489 5.913 -4.917
C34 10.550 6.676 -4.112
C35 10.027 6.810 -2.675
S2 8.949 5.397 -2.407
O5 7.596 5.874 -2.219
O6 9.556 4.492 -1.463
C36 9.090 4.719 -4.054
H59 9.869 5.593 -5.886
H60 8.624 6.554 -5.088
H61 11.485 6.113 -4.112
H62 10.756 7.654 -4.543
H63 10.826 6.786 -1.939
H64 9.431 7.711 -2.545
H65 8.143 4.268 -4.345
H66 9.873 3.961 -4.031
C37 5.020 10.620 -3.617
C38 5.739 9.800 -2.537
C39 5.883 8.366 -3.066
S3 5.940 8.500 -4.855
O7 4.773 7.862 -5.410
O8 7.266 8.169 -5.325
C40 5.713 10.275 -4.931
H67 5.065 11.689 -3.413
H68 3.968 10.330 -3.664
H69 6.727 10.227 -2.356
H70 5.199 9.814 -1.592
H71 6.791 7.885 -2.721
H72 5.024 7.751 -2.808
H73 5.131 10.527 -5.813
H74 6.701 10.730 -4.990
C41 -6.173 -3.913 1.969
C42 -6.230 -5.408 1.625
C43 -4.986 -6.067 2.236
S4 -4.547 -5.074 3.667
O9 -3.265 -4.453 3.429
O10 -4.799 -5.822 4.871
C44 -5.826 -3.840 3.453
H75 -7.115 -3.412 1.757
H76 -5.391 -3.427 1.379
H77 -7.130 -5.847 2.059
H78 -6.271 -5.574 0.551
H79 -5.176 -7.086 2.562
H80 -4.140 -6.049 1.550
H81 -5.448 -2.869 3.768
H82 -6.672 -4.133 4.073
C45 -8.760 -0.518 -6.978
C46 -9.885 -1.184 -6.174
C47 -9.256 -1.771 -4.903
S5 -7.821 -0.753 -4.540
O11 -6.633 -1.560 -4.681
O12 -8.059 0.015 -3.343
C48 -7.965 0.311 -5.973
H83 -9.149 0.101 -7.783
H84 -8.118 -1.283 -7.420
H85 -10.632 -0.436 -5.903
H86 -10.391 -1.956 -6.750
H87 -9.932 -1.738 -4.053
H88 -8.906 -2.790 -5.057
H89 -6.972 0.585 -6.322
H90 -8.516 1.200 -5.667
C49 -7.717 -8.824 8.280
C50 -6.835 -7.602 7.987
C51 -6.880 -7.357 6.473
S6 -8.465 -7.983 5.912
O13 -8.236 -9.104 5.035
O14 -9.303 -6.881 5.508
C52 -9.011 -8.600 7.501
H91 -7.910 -8.940 9.345
H92 -7.223 -9.731 7.926
H93 -7.232 -6.732 8.514
H94 -5.812 -7.750 8.327
H95 -6.812 -6.304 6.224
H96 -6.103 -7.908 5.952
H97 -9.598 -9.504 7.357
H98 -9.623 -7.826 7.962



Entry from the OMol25 dataset: a molecular structure, C53H102BF6Ge2NO7RbS2Sb2Si6 (ωB97M-V/def2-TZVPD).

The strongest force on any atom is 0.076 hartree/bohr. The calculation puts the LUMO energy (alpha / beta) at 0.1244 / 0.1093 Eh. The multiplicity is 2. Its total energy is -285126.4934 eV. As for the net charge: -2. The HOMO energy (alpha / beta) is -2.178 / -2.152 eV. As for the HOMO-LUMO gap (alpha / beta): 5.6 / 5.1 eV.

CARTESIAN COORDINATES (ANGSTROEM)
Rb1 -1.215 -1.068 -0.767
F1 -5.924 -0.711 -2.802
C1 -4.785 -1.194 -2.282
F2 -3.827 -0.934 -3.175
F3 -4.921 -2.524 -2.235
S1 -4.630 -0.494 -0.529
O1 -3.419 -1.012 0.010
O2 -5.880 -0.903 0.001
N1 -4.557 1.057 -0.797
S2 -3.175 1.668 -1.176
O3 -2.568 2.528 -0.208
O4 -2.280 0.818 -1.893
C2 -3.831 2.772 -2.569
F4 -4.426 1.939 -3.434
F5 -4.732 3.698 -2.230
F6 -2.875 3.410 -3.259
C3 -4.430 0.613 2.554
Ge1 -3.451 -0.646 3.766
C4 -2.553 0.689 5.025
C5 -5.061 -1.123 4.980
Ge2 -1.774 -2.040 2.275
C6 -1.187 -3.401 3.705
C7 -0.139 -4.255 3.370
C8 0.296 -5.242 4.236
C9 -0.312 -5.396 5.472
C10 -1.359 -4.562 5.823
C11 -1.786 -3.578 4.947
C12 -3.139 -3.376 1.572
C13 -2.773 -4.198 0.510
C14 -3.691 -5.015 -0.127
C15 -5.012 -5.032 0.290
C16 -5.392 -4.237 1.356
C17 -4.464 -3.427 1.984
H1 -4.993 1.369 3.094
H2 -5.131 0.057 1.944
H3 -3.752 1.115 1.866
H4 -3.290 1.312 5.528
H5 -1.886 1.335 4.461
H6 -1.966 0.185 5.790
H7 -5.575 -0.206 5.257
H8 -4.756 -1.628 5.894
H9 -5.776 -1.765 4.471
H10 0.345 -4.117 2.410
H11 1.118 -5.895 3.958
H12 0.034 -6.151 6.168
H13 -1.843 -4.685 6.783
H14 -2.603 -2.927 5.231
H15 -1.742 -4.187 0.166
H16 -3.379 -5.638 -0.958
H17 -5.745 -5.655 -0.212
H18 -6.421 -4.242 1.693
H19 -4.787 -2.806 2.807
C18 4.353 -1.201 1.682
C19 3.436 -0.151 2.326
C20 4.320 0.889 3.019
O5 2.706 0.483 1.261
B1 1.395 0.054 1.265
O6 1.153 -0.738 2.348
C21 2.296 -0.775 3.213
C22 2.542 -2.212 3.660
C23 1.925 0.061 4.444
H20 5.046 -0.699 1.007
H21 3.771 -1.907 1.094
H22 4.924 -1.733 2.439
H23 4.987 1.332 2.280
H24 4.918 0.405 3.790
H25 3.737 1.688 3.465
H26 2.663 -2.872 2.808
H27 1.673 -2.555 4.216
H28 3.425 -2.263 4.295
H29 1.705 1.088 4.166
H30 2.715 0.043 5.190
H31 1.017 -0.365 4.868
C24 0.505 6.522 0.939
Si1 -0.142 4.781 0.373
C25 1.419 3.847 -0.222
C26 -1.179 5.218 -1.175
Sb1 -1.177 3.143 2.083
Si2 -3.359 4.505 2.375
C27 -3.126 6.429 2.324
C28 -4.114 4.167 4.114
C29 -4.722 4.169 1.083
Si3 0.075 4.366 4.043
C30 -0.139 3.363 5.664
C31 -0.100 6.187 4.685
C32 1.961 4.216 3.692
H32 0.988 7.049 0.121
H33 1.230 6.419 1.738
H34 -0.297 7.153 1.307
H35 2.030 4.430 -0.904
H36 1.140 2.922 -0.725
H37 2.039 3.569 0.624
H38 -0.750 6.032 -1.755
H39 -2.189 5.501 -0.904
H40 -1.256 4.352 -1.820
H41 -2.426 6.755 3.086
H42 -4.059 6.962 2.482
H43 -2.729 6.740 1.363
H44 -3.449 4.510 4.902
H45 -4.257 3.101 4.251
H46 -5.078 4.649 4.254
H47 -4.467 4.637 0.139
H48 -5.698 4.539 1.390
H49 -4.814 3.106 0.892
H50 -1.171 3.391 6.000
H51 0.482 3.742 6.472
H52 0.119 2.323 5.510
H53 -1.083 6.348 5.116
H54 0.031 6.909 3.886
H55 0.634 6.409 5.455
H56 2.168 3.263 3.217
H57 2.560 4.273 4.598
H58 2.313 4.988 3.015
C33 4.808 -0.465 -5.741
Si4 3.132 -0.990 -4.919
C34 3.425 -2.690 -4.113
C35 1.976 -1.216 -6.448
Sb2 2.178 0.503 -2.974
Si5 1.501 2.439 -4.583
C36 2.468 2.671 -6.245
C37 1.561 4.186 -3.793
C38 -0.320 2.105 -5.050
Si6 4.538 1.444 -2.368
C39 4.516 2.458 -0.746
C40 5.482 2.585 -3.614
C41 5.702 -0.037 -1.988
H59 5.132 -1.197 -6.478
H60 5.594 -0.380 -4.998
H61 4.724 0.495 -6.241
H62 3.502 -3.498 -4.835
H63 2.594 -2.935 -3.458
H64 4.329 -2.690 -3.510
H65 2.539 -1.300 -7.373
H66 1.286 -0.384 -6.556
H67 1.388 -2.122 -6.342
H68 3.446 3.107 -6.066
H69 1.938 3.327 -6.931
H70 2.623 1.723 -6.749
H71 2.527 4.383 -3.340
H72 0.811 4.276 -3.018
H73 1.373 4.970 -4.523
H74 -0.408 1.307 -5.781
H75 -0.811 2.984 -5.458
H76 -0.884 1.799 -4.172
H77 4.087 3.442 -0.901
H78 5.513 2.600 -0.334
H79 3.912 1.950 -0.003
H80 4.852 3.416 -3.914
H81 5.765 2.051 -4.513
H82 6.387 3.001 -3.178
H83 5.188 -0.730 -1.330
H84 6.619 0.272 -1.494
H85 5.977 -0.588 -2.880
C42 -0.889 -2.113 -4.259
C43 -1.017 -3.626 -4.439
C44 -2.251 -4.148 -3.697
C45 0.213 -4.388 -3.992
C46 0.818 -5.228 -4.903
C47 1.868 -6.063 -4.560
C48 2.272 -6.082 -3.235
C49 1.712 -5.254 -2.285
C50 2.174 -5.395 -0.852
C51 2.741 -4.088 -0.296
C52 1.025 -5.880 0.036
C53 0.684 -4.309 -2.634
O7 0.220 -3.466 -1.798
H86 -1.771 -1.612 -4.656
H87 -0.004 -1.747 -4.774
H88 -0.797 -1.878 -3.199
H89 -1.161 -3.830 -5.513
H90 -2.158 -3.934 -2.634
H91 -2.341 -5.226 -3.832
H92 -3.156 -3.670 -4.074
H93 0.445 -5.248 -5.924
H94 2.333 -6.706 -5.297
H95 3.051 -6.778 -2.938
H96 2.970 -6.155 -0.829
H97 1.951 -3.337 -0.277
H98 3.553 -3.726 -0.925
H99 3.122 -4.244 0.714
H100 0.230 -5.140 0.021
H101 1.359 -6.018 1.064
H102 0.625 -6.825 -0.330